(1)
C49H59ClGeO5SeTi as an isolated structure, computed with ωB97M-V/def2-TZVPD.

Computed properties:
Frontier orbital gap in eV: 6.65
Calculated total energy in eV: -219497.4507
Total charge: +2

Cartesian coordinates (Å):
Ti (0.81224, -0.31282, -1.00306)
C (-2.42434, 4.99734, 2.96441)
C (-1.25825, 5.53515, 2.12112)
C (-1.80657, 6.40088, 0.97677)
C (-0.37480, 6.40870, 3.01162)
C (-0.49023, 4.35526, 1.52706)
C (-1.15674, 3.46033, 0.68325)
C (-0.46260, 2.40456, 0.14865)
Se (-1.32024, 1.14397, -1.01807)
C (-2.15977, -0.03633, 0.23671)
C (-3.47939, 0.11984, 0.57555)
C (-4.05593, -0.76860, 1.49230)
C (-3.25198, -1.77568, 1.99799)
C (-1.90281, -1.98835, 1.65171)
C (-1.38259, -1.07968, 0.75320)
O (-0.09287, -1.12922, 0.25722)
C (-1.16548, -3.16429, 2.29932)
C (-1.02708, -2.87270, 3.80242)
C (0.23529, -3.41159, 1.73102)
C (-1.98737, -4.45104, 2.09724)
C (-5.51758, -0.58026, 1.89420)
C (-6.00437, -1.68760, 2.82855)
C (-5.66057, 0.77078, 2.61146)
C (-6.39510, -0.58952, 0.63356)
C (0.89671, 2.20791, 0.41148)
O (1.46513, 1.13180, -0.25910)
C (1.59810, 3.04620, 1.25850)
C (0.84958, 4.11661, 1.78217)
C (3.07933, 2.93998, 1.63376)
C (3.83497, 4.07752, 0.92887)
C (3.72035, 1.60971, 1.23134)
C (3.23942, 3.07854, 3.15751)
H (-2.98746, 5.82918, 3.39181)
H (-2.06140, 4.37527, 3.78597)
H (-3.12034, 4.40246, 2.36758)
H (-2.34184, 7.25945, 1.38589)
H (-2.50657, 5.84932, 0.34457)
H (-0.99829, 6.77523, 0.34470)
H (-0.96984, 7.23074, 3.41046)
H (0.45694, 6.84847, 2.45564)
H (0.02652, 5.85308, 3.86300)
H (-2.20633, 3.59760, 0.45221)
H (-4.06532, 0.92172, 0.14334)
H (-3.68600, -2.46360, 2.70854)
H (-0.41225, -1.98516, 3.97364)
H (-0.55042, -3.71870, 4.30231)
H (-1.99740, -2.70916, 4.27414)
H (0.90441, -2.57119, 1.91266)
H (0.21402, -3.62028, 0.65822)
H (0.65813, -4.28462, 2.22922)
H (-2.91459, -4.44693, 2.67116)
H (-1.40683, -5.31386, 2.42799)
H (-2.24395, -4.60159, 1.04472)
H (-5.46014, -1.69504, 3.77632)
H (-5.91967, -2.67518, 2.36768)
H (-7.05710, -1.52391, 3.06139)
H (-5.05049, 0.80278, 3.51717)
H (-6.70229, 0.93339, 2.89631)
H (-5.36027, 1.60229, 1.96868)
H (-6.27358, -1.51953, 0.07344)
H (-6.16892, 0.24452, -0.03552)
H (-7.44595, -0.50092, 0.91486)
H (1.37121, 4.80539, 2.42891)
H (3.75719, 3.98741, -0.15740)
H (4.89238, 4.04602, 1.20251)
H (3.44484, 5.05581, 1.21497)
H (3.74277, 1.48499, 0.14961)
H (3.20202, 0.75764, 1.67732)
H (4.74904, 1.59634, 1.59474)
H (2.93157, 4.05604, 3.52738)
H (4.29110, 2.95252, 3.42161)
H (2.66305, 2.31627, 3.68611)
Ge (4.25687, -1.56105, -1.60454)
C (4.84043, -3.35902, -1.72269)
C (4.76100, -4.18817, -0.60213)
C (5.20507, -5.49815, -0.67721)
C (5.72637, -5.98290, -1.87013)
C (5.81453, -5.16198, -2.98845)
C (5.37798, -3.85017, -2.91572)
C (4.71976, -0.28139, -2.93802)
C (5.35974, 0.88616, -2.51964)
C (5.79781, 1.81440, -3.45363)
C (5.58922, 1.58580, -4.80583)
C (4.94959, 0.42636, -5.23144)
C (4.52498, -0.50689, -4.30218)
H (4.02277, -1.01336, -0.19700)
H (4.36147, -3.81596, 0.33417)
H (5.15228, -6.13827, 0.19332)
H (6.07732, -7.00532, -1.92702)
H (6.23509, -5.54374, -3.90978)
H (5.48162, -3.20799, -3.78214)
H (5.53336, 1.07910, -1.46713)
H (6.30331, 2.71268, -3.12533)
H (5.93009, 2.31002, -5.53478)
H (4.79242, 0.24981, -6.28757)
H (4.03863, -1.41183, -4.65336)
C (-2.06040, -0.19388, -4.33958)
C (-2.65064, -1.21954, -3.40792)
C (-4.02776, -1.43948, -3.39139)
C (-4.58893, -2.38671, -2.55247)
Cl (-6.29916, -2.61864, -2.56274)
C (-3.80258, -3.15578, -1.70390)
C (-2.43540, -2.95810, -1.71001)
C (-1.89357, -2.00023, -2.54806)
O (-0.50732, -1.76766, -2.41986)
C (0.38244, -2.20451, -3.47125)
C (1.51836, -1.34569, -2.95726)
O (2.22195, -1.83103, -1.96952)
O (1.39619, -0.11078, -3.04086)
H (-2.65913, 0.71718, -4.33252)
H (-2.05624, -0.56396, -5.36720)
H (-1.03974, 0.07664, -4.07541)
H (-4.66980, -0.85914, -4.04349)
H (-4.25844, -3.89220, -1.05534)
H (-1.78338, -3.52675, -1.05711)
H (0.03714, -1.89857, -4.45490)
H (0.57228, -3.27098, -3.40355)



(2)
One molecule with the formula C5H5FS2 at a distorted geometry, computed with ωB97M-V/def2-TZVPD.

Computed properties:
SMILES: C#C[C@@]1(F)[C@H](S)[C@@H]1S
Frontier orbital gap in eV: 9.87
Calculated total energy in eV: -29648.7984
Total charge: 0

Cartesian coordinates (Å):
C (0.03653, -0.64322, -1.18415)
C (-0.59477, -1.07644, 0.10042)
C (0.12751, 0.25557, -0.03583)
C (-0.65123, 1.45539, 0.14320)
C (-1.07317, 2.62890, 0.57617)
H (2.45203, -0.92828, -1.05192)
H (-0.68776, -0.22882, -1.87631)
H (-1.72230, -1.00253, 0.20346)
H (0.92514, -0.93045, 1.87487)
H (-1.60158, 3.46862, 1.05728)
F (1.22492, 0.64413, 0.62269)
S (1.46682, -1.47927, -1.86644)
S (0.09786, -2.16361, 1.43656)



(3)
A 8-piece molecular cluster, C32H52F15NO12 overall at a distorted geometry, computed with ωB97M-V/def2-TZVPD.

Computed properties:
SMILES: CCOC(=O)C(F)(F)F.CCOC(=O)C(F)(F)F.CCOC(=O)C(F)(F)F.CCOC(=O)C(F)(F)F.CCOC(=O)C(F)(F)F.CCN(CC)CC.CC(C)=O.CC(C)=O
Frontier orbital gap in eV: 8.96
Calculated total energy in eV: -100851.1346
Total charge: 0

Cartesian coordinates (Å):
C (1.28233, -0.06031, 2.03728)
C (1.46437, -0.27316, 0.53886)
N (0.17885, -0.38351, -0.14853)
C (0.23362, 0.09453, -1.52208)
C (1.31023, -0.50926, -2.42823)
C (-0.36474, -1.72510, -0.00513)
C (-1.74083, -1.92011, -0.61679)
H (0.82408, -0.87123, 2.59733)
H (0.67280, 0.83599, 2.16175)
H (2.24068, 0.20885, 2.49411)
H (1.99761, 0.59081, 0.14094)
H (2.08736, -1.16580, 0.34315)
H (-0.75770, 0.07064, -1.96969)
H (0.47699, 1.16745, -1.44215)
H (2.33269, -0.24131, -2.17663)
H (1.18549, -1.59378, -2.46241)
H (1.15758, -0.08607, -3.42584)
H (-0.50530, -2.01111, 1.04282)
H (0.33465, -2.47077, -0.42714)
H (-1.72259, -1.98125, -1.70857)
H (-2.50600, -1.20266, -0.33286)
H (-2.15179, -2.89944, -0.34063)
C (2.84927, -4.48768, 2.13506)
C (1.71679, -3.79453, 2.86430)
O (0.83724, -4.77951, 3.46885)
C (-0.14812, -5.23844, 2.72113)
O (-0.36448, -4.95478, 1.58239)
C (-1.10052, -6.15771, 3.51965)
F (-2.35142, -5.74670, 3.33293)
F (-1.00941, -7.42324, 3.08391)
F (-0.84652, -6.15182, 4.82446)
H (3.71074, -3.83429, 1.98679)
H (2.52920, -4.83501, 1.15271)
H (3.20928, -5.33679, 2.71721)
H (1.14405, -3.15674, 2.19530)
H (2.06941, -3.23077, 3.72379)
C (4.52752, 6.28877, 4.37495)
C (3.17507, 6.19846, 5.07612)
O (2.18264, 5.60665, 4.23602)
C (2.14654, 4.29353, 4.20997)
O (2.88902, 3.53941, 4.76177)
C (0.99504, 3.77179, 3.31570)
F (1.49039, 3.31142, 2.17343)
F (0.35674, 2.77732, 3.94234)
F (0.09035, 4.71225, 3.02879)
H (5.25584, 6.56734, 5.14179)
H (4.50467, 7.09243, 3.64618)
H (4.81402, 5.30509, 4.01536)
H (2.78202, 7.19311, 5.28563)
H (3.25933, 5.70942, 6.04650)
C (-3.16777, 3.40375, -3.48490)
C (-1.96733, 2.94954, -2.69236)
O (-2.29341, 2.69795, -1.30502)
C (-2.94630, 1.59314, -1.00568)
O (-3.27043, 0.72425, -1.76704)
C (-3.24961, 1.54529, 0.51389)
F (-4.10596, 0.55025, 0.76792)
F (-2.15412, 1.34473, 1.23523)
F (-3.82423, 2.69555, 0.89120)
H (-3.53437, 4.36423, -3.12553)
H (-4.00465, 2.71013, -3.40143)
H (-2.87424, 3.44987, -4.53386)
H (-1.21799, 3.73671, -2.60276)
H (-1.46002, 2.08594, -3.12544)
C (6.91857, -2.09555, -1.06869)
C (5.41404, -2.06239, -0.87998)
O (4.97079, -0.77097, -0.45517)
C (4.92112, 0.17916, -1.36075)
O (4.98885, 0.02738, -2.54608)
C (4.72530, 1.59712, -0.77715)
F (4.80560, 1.62305, 0.55502)
F (5.69597, 2.38433, -1.24813)
F (3.54859, 2.10179, -1.14424)
H (7.18628, -1.85422, -2.10058)
H (7.29090, -3.11132, -0.93281)
H (7.42602, -1.37530, -0.43161)
H (5.06137, -2.78244, -0.14767)
H (4.92011, -2.32422, -1.81914)
C (-3.70387, -2.28757, 2.61316)
C (-4.89560, -2.42236, 1.68632)
O (-6.09272, -2.76531, 2.41482)
C (-6.70941, -1.77006, 3.00989)
O (-6.39337, -0.61689, 2.99391)
C (-7.94802, -2.24074, 3.79876)
F (-9.03088, -1.63392, 3.29682)
F (-8.13634, -3.55023, 3.74359)
F (-7.84071, -1.88187, 5.08304)
H (-2.86277, -1.89865, 2.03578)
H (-3.42472, -3.23732, 3.06666)
H (-3.89201, -1.56717, 3.40954)
H (-4.75468, -3.25995, 1.00762)
H (-5.02710, -1.50699, 1.12023)
C (2.26116, 2.73839, -4.38688)
C (2.02986, 4.20665, -4.66793)
O (2.86400, 5.02791, -4.38526)
C (0.69401, 4.60671, -5.21392)
H (3.31694, 2.60217, -4.17043)
H (1.90653, 2.13279, -5.22121)
H (1.70379, 2.44744, -3.49135)
H (0.43912, 3.99233, -6.09058)
H (0.67621, 5.63682, -5.55603)
H (-0.11808, 4.37820, -4.52128)
C (-4.33017, -2.27135, -3.96652)
C (-3.38269, -1.63681, -4.96107)
O (-3.77837, -1.16663, -6.00112)
C (-1.90460, -1.70776, -4.64711)
H (-3.76213, -2.71261, -3.14062)
H (-4.84601, -3.10433, -4.43907)
H (-4.97995, -1.51020, -3.54006)
H (-1.32671, -1.24705, -5.44818)
H (-1.55164, -2.74283, -4.67064)
H (-1.74716, -1.23091, -3.68067)